1.
{
  "formula": "C57H129N5O9",
  "method": "ωB97M-V/def2-TZVPD",
  "species": ["C", "C", "N", "C", "C", "C", "C", "H", "H", "H", "H", "H", "H", "H", "H", "H", "H", "H", "H", "H", "H", "H", "C", "C", "N", "C", "C", "C", "C", "H", "H", "H", "H", "H", "H", "H", "H", "H", "H", "H", "H", "H", "H", "H", "C", "C", "N", "C", "C", "C", "C", "H", "H", "H", "H", "H", "H", "H", "H", "H", "H", "H", "H", "H", "H", "H", "C", "C", "N", "C", "C", "C", "C", "H", "H", "H", "H", "H", "H", "H", "H", "H", "H", "H", "H", "H", "H", "H", "C", "C", "N", "C", "C", "C", "C", "H", "H", "H", "H", "H", "H", "H", "H", "H", "H", "H", "H", "H", "H", "H", "C", "C", "O", "C", "H", "H", "H", "H", "H", "H", "C", "C", "O", "C", "H", "H", "H", "H", "H", "H", "C", "C", "O", "C", "H", "H", "H", "H", "H", "H", "C", "C", "O", "C", "H", "H", "H", "H", "H", "H", "C", "C", "O", "C", "H", "H", "H", "H", "H", "H", "C", "C", "O", "C", "H", "H", "H", "H", "H", "H", "C", "C", "O", "C", "H", "H", "H", "H", "H", "H", "C", "C", "O", "C", "H", "H", "H", "H", "H", "H", "C", "C", "O", "C", "H", "H", "H", "H", "H", "H"],
  "coordinates": [[22.04647, 3.90374, -7.22478], [22.22055, 2.61967, -6.39848], [23.33563, 2.80397, -5.45328], [22.91450, 3.60275, -4.30638], [24.07327, 4.11266, -3.47408], [23.92199, 1.53813, -5.00493], [24.32534, 0.58983, -6.12400], [21.55149, 4.68994, -6.65654], [21.37883, 3.67036, -8.06302], [22.96804, 4.25948, -7.68118], [21.28088, 2.48492, -5.84480], [22.44364, 1.78365, -7.05313], [22.43972, 4.50663, -4.69864], [22.17341, 3.06944, -3.68930], [24.84715, 4.58137, -4.07941], [23.65700, 4.84505, -2.77706], [24.53539, 3.32210, -2.87930], [23.26492, 1.01248, -4.29179], [24.81128, 1.78185, -4.42135], [23.44183, 0.06576, -6.49942], [24.96088, -0.21486, -5.74949], [24.83823, 1.05404, -6.96458], [17.02661, 9.87294, -5.91128], [16.86395, 9.00043, -7.13586], [17.75996, 7.85012, -7.12710], [17.21370, 6.78971, -6.27550], [18.20962, 5.67811, -5.97707], [17.98234, 7.32108, -8.47202], [19.06969, 8.07165, -9.26106], [16.22176, 10.60559, -5.85738], [18.01190, 10.33823, -5.86685], [17.01826, 9.29890, -4.97946], [15.80789, 8.71585, -7.28727], [17.02654, 9.57423, -8.05468], [16.87373, 7.22300, -5.33585], [16.34796, 6.30093, -6.75038], [18.19726, 4.83964, -6.66932], [19.22342, 6.06449, -5.86348], [18.00213, 5.22662, -5.00085], [17.00636, 7.36410, -8.98526], [18.24742, 6.26648, -8.43984], [18.96459, 7.85448, -10.32525], [19.99537, 7.62465, -8.89866], [19.07914, 9.15292, -9.14844], [19.85740, 0.87908, -3.73800], [18.74330, 1.85054, -4.07897], [17.89665, 2.26048, -2.98531], [18.61980, 2.74149, -1.83394], [19.31231, 4.08185, -2.09188], [16.79760, 3.08693, -3.42085], [15.79902, 3.36536, -2.30135], [20.34481, 0.47757, -4.63016], [19.50743, -0.00928, -3.20394], [20.64013, 1.38682, -3.17089], [19.22393, 2.68482, -4.63019], [18.11002, 1.42727, -4.86616], [17.90136, 2.87159, -1.01973], [19.35564, 2.05076, -1.42261], [18.62508, 4.87328, -2.39500], [19.92788, 4.46571, -1.27681], [20.04566, 4.01072, -2.90599], [16.23254, 2.57952, -4.20208], [17.18631, 4.01580, -3.86949], [16.15972, 3.95850, -1.46509], [15.43882, 2.39623, -1.95507], [15.02405, 3.92986, -2.82708], [13.52618, 8.98478, -0.06101], [14.43333, 8.98517, -1.29786], [14.60049, 7.65099, -1.85911], [15.68150, 7.59050, -2.84684], [17.06237, 7.60189, -2.16865], [13.37538, 7.10063, -2.42265], [12.73109, 7.92143, -3.55681], [13.96689, 8.40558, 0.75270], [12.53120, 8.59673, -0.25883], [13.50691, 10.01127, 0.31115], [14.04195, 9.66413, -2.07042], [15.38591, 9.41985, -0.99570], [15.69172, 8.42765, -3.55999], [15.60410, 6.63988, -3.37663], [17.84528, 7.27411, -2.85682], [17.07799, 6.88813, -1.34698], [17.27734, 8.59283, -1.77028], [13.52275, 6.08115, -2.79333], [12.66632, 6.87282, -1.62168], [12.15784, 7.27797, -4.22866], [12.03876, 8.65710, -3.15032], [13.48540, 8.35093, -4.21660], [20.98616, 11.56546, -3.27489], [21.15262, 10.76877, -4.55955], [21.50039, 9.36806, -4.27798], [20.28336, 8.62100, -3.96278], [20.63723, 7.21021, -3.51103], [22.28155, 8.77600, -5.37033], [21.44484, 8.47074, -6.63353], [20.15082, 11.15682, -2.70067], [20.65688, 12.58932, -3.47118], [21.89313, 11.56479, -2.67580], [20.24473, 10.86436, -5.16767], [21.96620, 11.19565, -5.15190], [19.70484, 9.12043, -3.18365], [19.57070, 8.60116, -4.80238], [21.19705, 7.26197, -2.57700], [19.72144, 6.64947, -3.31933], [21.26706, 6.69980, -4.23885], [22.81905, 7.90135, -5.00517], [23.06222, 9.49672, -5.61907], [20.87540, 9.31809, -7.02081], [20.63841, 7.76293, -6.44515], [22.12238, 8.10803, -7.40856], [17.00808, -1.19128, -4.32015], [16.99463, -2.01327, -3.06974], [17.93433, -2.71460, -2.77066], [15.76122, -1.95502, -2.21554], [16.13380, -1.45028, -4.92417], [17.88570, -1.34553, -4.94656], [16.98722, -0.12426, -4.08240], [15.63144, -2.84135, -1.60504], [14.90152, -1.67844, -2.82864], [15.88921, -1.08792, -1.55988], [21.76743, 1.10704, 3.38198], [20.61126, 1.47868, 2.48137], [19.56542, 0.88781, 2.56576], [20.80603, 2.70344, 1.61238], [21.34521, 0.45201, 4.14495], [22.24570, 1.95495, 3.86895], [22.53948, 0.53747, 2.85990], [21.59624, 2.43754, 0.90363], [21.17355, 3.54235, 2.20127], [19.86028, 2.95773, 1.13879], [13.06522, 1.41471, -3.62292], [12.31888, 1.93369, -2.41466], [11.64684, 2.93241, -2.46494], [12.42009, 1.09846, -1.15302], [12.47566, 0.63126, -4.10374], [14.04323, 1.01139, -3.35817], [13.16360, 2.25161, -4.31536], [13.23769, 1.46868, -0.52786], [12.64794, 0.06028, -1.39802], [11.51140, 1.15183, -0.55694], [16.35055, 0.94911, 2.29673], [16.27071, 0.69486, 0.81450], [15.28584, 1.01896, 0.17663], [17.48121, 0.12401, 0.11083], [16.23638, 1.99635, 2.57214], [17.32070, 0.65134, 2.69828], [15.61628, 0.31984, 2.80190], [17.68978, -0.93442, 0.28286], [18.31770, 0.73383, 0.46314], [17.43939, 0.22214, -0.97456], [14.47506, 5.15387, 0.58733], [15.58610, 5.37076, 1.59938], [15.33926, 5.56637, 2.76556], [16.99390, 5.53461, 1.10721], [14.48262, 4.12543, 0.21487], [14.70750, 5.83787, -0.23565], [13.49500, 5.29753, 1.03364], [17.66664, 5.23865, 1.90944], [17.15160, 6.59414, 0.89352], [17.21678, 5.00791, 0.17847], [21.45315, 8.21252, 0.26429], [21.07677, 6.74583, 0.24017], [20.00565, 6.34776, 0.63728], [22.10252, 5.74816, -0.24490], [20.53245, 8.78179, 0.13932], [22.14996, 8.45818, -0.53435], [21.84851, 8.42952, 1.25674], [22.05788, 5.76478, -1.33791], [21.85809, 4.73425, 0.05536], [23.09913, 6.05753, 0.07211], [22.80980, -4.77233, -4.57030], [21.55085, -4.10119, -4.09086], [20.80070, -4.64285, -3.32994], [21.27713, -2.69574, -4.58037], [22.86680, -5.77646, -4.14593], [23.71519, -4.27742, -4.21496], [22.81196, -4.89658, -5.65426], [21.08045, -2.72826, -5.65456], [22.12431, -2.03831, -4.37519], [20.39684, -2.30037, -4.07473], [21.43499, -0.96455, -0.77083], [20.95754, -2.22619, -0.08124], [20.77730, -3.26159, -0.66538], [20.64217, -2.09834, 1.38122], [22.48483, -0.74959, -0.55707], [20.81867, -0.13871, -0.41053], [21.36470, -1.10016, -1.84942], [21.53246, -1.76005, 1.91859], [20.35818, -3.08177, 1.75476], [19.81175, -1.42935, 1.60624], [15.54004, 1.64806, -7.09075], [15.29456, 3.11353, -7.35005], [14.60486, 3.80942, -6.65979], [16.10501, 3.68335, -8.49412], [14.88990, 1.07658, -7.75907], [15.37044, 1.32898, -6.06428], [16.56647, 1.38091, -7.34717], [16.20656, 2.92866, -9.27332], [17.07540, 3.98744, -8.11028], [15.56578, 4.53920, -8.89821]],
  "atomic_forces_ev_per_a": [[-0.636, -0.633, -0.612], [0.551, 1.438, 0.340], [-0.157, -0.698, 0.019], [0.355, 0.504, -0.736], [-0.159, -0.255, 0.612], [0.423, 0.230, 0.141], [-0.473, -0.632, 0.039], [0.203, 0.137, 0.034], [-0.081, 0.108, 0.068], [0.169, 0.003, 0.308], [-0.067, -0.539, -0.120], [-0.195, -0.028, 0.043], [-0.270, -0.201, -0.039], [0.025, -0.026, 0.068], [-0.100, 0.037, -0.114], [0.274, 0.045, 0.041], [0.034, 0.060, 0.007], [-0.207, -0.101, -0.090], [0.050, 0.088, -0.055], [0.075, 0.093, -0.203], [0.127, 0.175, 0.164], [-0.016, 0.256, 0.103], [0.196, -0.155, 0.454], [-0.125, 0.099, -0.621], [0.166, -0.554, 0.302], [0.100, -0.356, -0.168], [0.343, -0.076, 0.934], [-0.720, 0.935, -0.455], [-0.241, -0.939, 0.233], [0.162, 0.175, 0.036], [-0.084, 0.317, -0.390], [-0.338, -0.137, -0.163], [-0.028, -0.375, 0.403], [0.471, 0.142, 0.194], [-0.001, 0.080, -0.061], [-0.284, 0.287, 0.030], [0.141, 0.155, -0.250], [0.094, 0.052, -0.313], [-0.154, 0.144, -0.159], [0.077, -0.091, -0.278], [0.116, -0.001, 0.194], [0.086, -0.051, -0.001], [0.332, 0.499, -0.238], [-0.101, -0.002, 0.269], [0.069, -0.344, 0.126], [0.292, 0.079, -1.200], [0.456, -1.515, -0.036], [-0.084, 1.327, 0.638], [0.793, 0.305, -0.409], [0.269, 0.485, 0.632], [-0.004, 0.086, -1.085], [-0.124, 0.270, -0.178], [-0.083, 0.212, 0.270], [-0.013, -0.188, 0.184], [-0.075, 0.309, 0.336], [-0.136, -0.183, 0.186], [0.003, -0.017, -0.008], [-0.075, -0.437, -0.461], [-0.162, -0.040, 0.192], [-0.445, -0.151, 0.380], [-0.198, -0.222, -0.160], [0.185, -0.207, -0.189], [-0.320, -0.003, 0.103], [0.121, 0.009, -0.088], [-0.225, 0.194, 0.260], [-0.410, -0.067, 0.529], [0.703, 0.311, -0.049], [-0.576, -0.117, 0.157], [0.551, -0.309, -0.512], [0.881, -0.091, 0.775], [-0.395, -0.222, 0.033], [-0.677, -0.494, -0.197], [-0.223, -0.531, 0.092], [0.030, -0.226, -0.161], [-0.116, 0.206, -0.002], [-0.467, -0.002, -0.037], [-0.139, 0.126, 0.076], [0.214, -0.323, -0.083], [-0.431, -0.133, -0.151], [-0.239, 0.099, -0.196], [-0.062, 0.365, -0.117], [-0.074, 0.014, 0.107], [0.290, -0.022, -0.025], [0.712, 0.131, -0.087], [-0.118, 0.556, 0.061], [-0.137, -0.123, 0.267], [0.192, 0.333, -0.236], [0.024, 0.372, 0.241], [-0.748, 0.080, -0.075], [0.532, 0.049, 0.177], [-0.402, 0.529, 0.009], [0.179, -0.410, -0.074], [-0.340, 0.298, 0.244], [-0.700, 0.447, -0.312], [0.264, -0.091, 0.266], [0.233, -0.168, 0.226], [0.339, 0.058, -0.162], [0.000, -0.011, 0.032], [-0.099, -0.104, -0.070], [-0.042, 0.052, 0.042], [0.348, 0.105, 0.232], [0.165, -0.157, -0.230], [0.043, 0.041, -0.005], [0.217, -0.198, -0.131], [-0.207, -0.166, -0.063], [-0.174, -0.212, -0.088], [-0.001, 0.015, -0.018], [0.435, 0.357, 0.070], [0.296, -0.448, 0.014], [-0.241, -0.107, -0.127], [-0.142, 0.406, -0.601], [0.462, -0.768, 0.086], [0.068, 0.160, 0.089], [-0.043, 0.974, -0.179], [-0.085, 0.210, 0.068], [0.152, -0.281, 0.287], [-0.333, -0.030, 0.136], [-0.060, -0.104, -0.131], [-0.194, -0.417, 0.109], [-0.057, -0.086, 0.136], [-0.149, -0.679, 0.301], [0.540, 1.068, 0.779], [-0.225, -0.208, -0.368], [-0.095, -0.704, 0.025], [0.175, -0.003, 0.044], [-0.068, 0.164, -0.186], [-0.019, 0.115, -0.175], [-0.135, 0.230, -0.258], [-0.044, -0.002, 0.087], [0.152, 0.100, -0.248], [-0.001, 0.570, -0.152], [-0.095, -0.693, 0.487], [-0.030, 0.317, -0.084], [0.059, 0.053, -0.047], [-0.002, -0.064, 0.079], [-0.007, -0.053, 0.040], [0.132, -0.138, -0.143], [0.000, -0.028, -0.170], [0.014, -0.012, 0.061], [-0.102, 0.092, -0.141], [0.765, -0.709, 0.457], [-0.311, 0.293, -0.629], [0.230, -0.147, 0.213], [0.399, 0.278, -0.212], [-0.433, 0.041, -0.256], [-0.056, -0.029, -0.177], [-0.282, 0.287, -0.037], [-0.085, 0.072, 0.536], [0.204, -0.363, 0.071], [-0.350, 0.297, 0.033], [0.640, -0.324, 0.138], [-0.818, 0.386, -0.180], [-0.010, -0.201, 0.439], [0.146, -0.189, -0.106], [0.247, 0.016, -0.122], [-0.467, -0.073, -0.150], [0.057, 0.352, 0.040], [0.154, 0.058, -0.140], [0.025, 0.017, 0.124], [-0.021, -0.148, 0.073], [-0.657, -0.380, -0.277], [0.065, -0.537, 0.350], [-0.190, 0.260, -0.012], [0.045, 0.430, -0.319], [0.067, 0.098, 0.030], [0.195, 0.100, 0.169], [0.254, 0.093, -0.089], [0.231, 0.062, -0.007], [0.006, 0.057, 0.248], [0.076, -0.186, -0.094], [0.263, -0.876, 0.186], [0.163, 0.461, 0.130], [-0.324, -0.452, 0.128], [-0.213, 0.035, 0.061], [-0.242, 0.032, 0.019], [-0.081, 0.383, -0.319], [0.171, 0.349, -0.043], [0.168, 0.145, -0.051], [0.111, -0.036, -0.200], [-0.043, -0.140, 0.032], [0.081, -0.260, -0.221], [-0.374, 0.226, 0.041], [0.271, -0.044, -0.213], [0.054, -0.551, 0.509], [-0.038, -0.022, 0.283], [0.074, 0.178, -0.201], [-0.209, 0.127, 0.022], [-0.111, 0.137, 0.075], [0.125, -0.018, 0.008], [0.160, 0.278, -0.213], [0.041, -0.367, -0.024], [1.155, -0.187, 0.094], [-0.606, 0.235, 0.412], [-0.931, -0.094, -0.290], [-0.004, -0.069, 0.047], [-0.302, 0.234, 0.031], [0.020, 0.062, -0.116], [0.299, 0.062, -0.054], [0.107, -0.047, -0.111], [0.216, 0.128, 0.027]],
  "relative_energy_kj_mol": 0.00,
  "spin_multiplicity": 1,
  "charge": 0,
  "homo_ev": -8.354,
  "gap_ev": 8.63,
  "energy_ha": -3200.04277,
  "lumo_ev": 0.2709
}

2.
{
  "formula": "C4H5NO",
  "method": "ωB97M-V/def2-TZVPD",
  "species": ["C", "C", "O", "C", "C", "N", "H", "H", "H", "H", "H"],
  "coordinates": [[0.00038, 0.98994, 0.82673], [0.50231, 0.30684, -0.41499], [1.05477, -1.02175, -0.08008], [-0.25037, -0.67545, -1.21985], [-1.43678, -1.17260, -0.59679], [-2.45975, -1.59120, -0.23090], [0.83308, 1.38760, 1.41531], [-0.65213, 1.82154, 0.54185], [-0.57868, 0.29410, 1.43900], [1.22867, 0.90487, -0.96947], [1.75851, -1.24391, -0.71082]],
  "atomic_forces_ev_per_a": [[-0.083, -0.035, 0.001], [0.002, 0.187, 0.003], [0.227, -0.186, -0.036], [-0.156, 0.144, 0.046], [-0.706, -0.333, 0.313], [0.949, 0.395, -0.317], [-0.112, -0.057, -0.096], [0.095, -0.099, 0.017], [0.049, 0.080, -0.083], [-0.111, -0.114, 0.041], [-0.153, 0.019, 0.110]],
  "relative_energy_kj_mol": 391.13,
  "spin_multiplicity": 1,
  "charge": 0,
  "homo_ev": -9.094,
  "gap_ev": 9.03,
  "energy_ha": -285.26561,
  "lumo_ev": -0.0691
}